No. 1
Below is a cluster of 2 separate species, C8H10N3O2S2 in total in a non-equilibrium geometry, with properties calculated with ωB97M-V with the def2-TZVPD basis set.

```
25
C8H10N3O2S2 ωB97M-V with the def2-TZVPD basis set
S -0.95 -1.36 4.63
S 1.31 1.49 -0.11
O -0.03 -2.48 4.69
O -0.16 -0.13 5.72
N 1.01 -1.02 -0.80
N -1.54 0.54 3.08
N -0.91 -0.72 3.22
C 0.50 1.94 -2.90
C -0.21 0.03 -4.17
C 1.22 -0.23 0.21
C 0.89 1.13 -1.83
C 0.71 -0.29 -1.93
C 0.00 1.42 -4.06
C 1.45 -0.75 1.54
C 0.00 -0.76 -3.02
H -1.58 0.82 4.08
H 0.70 3.00 -2.75
H -0.73 -0.38 6.47
H 1.99 -0.10 2.23
H -0.09 -1.89 -3.00
H 1.93 -1.75 1.47
H -0.21 1.93 -4.94
H 0.45 -0.75 1.93
H -0.81 1.03 2.55
H -0.88 -0.19 -5.05
```

- F_max (eV Å⁻¹) = 3.305
- LUMO energy (hartree) = 0.100
- HOMO-LUMO gap (eV) = 5.934
- ΔE to the lowest compared entry with this formula, charge and spin (kcal per mole) = 2.8
- net charge = -1

Atom charges from the Mulliken analysis, given in e for atoms 1 to 2: S 0.27; S -0.17



No. 2
Below is the molecule C8H10N4O4 in a non-equilibrium geometry, with properties calculated with ωB97M-V with the def2-TZVPD basis set.

```
26
C8H10N4O4 ωB97M-V with the def2-TZVPD basis set
O -0.98 -3.40 1.23
O 1.77 2.71 -0.29
O 3.29 1.40 -1.22
O 0.48 -2.36 2.58
N -4.15 0.50 1.51
N -2.60 0.51 -0.46
N -3.39 0.53 0.51
N 1.34 -0.72 -1.71
C 1.08 0.46 -0.85
C -0.30 1.09 -1.28
C -0.30 -2.29 1.60
C 0.84 -0.23 0.48
C -0.55 0.26 0.89
C -0.31 -1.21 0.58
C 2.20 1.59 -0.83
C -1.21 1.04 -0.12
H -0.66 0.52 1.91
H -0.77 -1.61 -0.35
H 2.34 3.42 -0.60
H 1.70 -0.37 1.19
H -1.07 -3.94 1.99
H 0.97 -1.60 -1.38
H -1.15 2.02 0.43
H 2.29 -0.87 -2.06
H -0.70 0.45 -2.05
H -0.18 2.09 -1.71
```

- F_max (eV Å⁻¹) = 10.136
- LUMO energy (hartree) = 0.008
- HOMO-LUMO gap (eV) = 9.343
- ΔE to the lowest compared entry with this formula, charge and spin (kcal per mole) = 101.9

Atom charges from the Mulliken analysis, given in e for atoms 1 to 2: O -0.45; O -0.42



No. 3
Below is the molecule C8H10N4OS, with properties calculated with ωB97M-V with the def2-TZVPD basis set.

```
24
C8H10N4OS ωB97M-V with the def2-TZVPD basis set
S -1.38 0.05 -1.58
O -1.02 2.49 0.23
N 0.46 -2.99 0.15
N 1.91 1.17 1.36
N -0.36 -2.19 -0.61
N 0.61 -0.23 0.25
C 0.32 2.31 -0.15
C 1.44 -1.00 1.07
C 1.30 -2.42 0.94
C 2.24 -0.10 1.74
C -0.30 -0.90 -0.58
C -1.18 2.80 1.61
C 0.95 1.08 0.47
C -2.09 -1.28 -2.59
H 3.03 -0.30 2.46
H 0.33 2.26 -1.25
H -1.30 -1.83 -3.11
H 0.96 3.14 0.15
H -2.75 -0.79 -3.31
H -0.61 3.69 1.90
H -0.84 1.95 2.24
H 1.96 -3.06 1.52
H -2.66 -1.97 -1.98
H -2.25 2.98 1.76
```

- F_max (eV Å⁻¹) = 0.540
- LUMO energy (hartree) = 0.017
- HOMO-LUMO gap (eV) = 8.971
- ΔE to the lowest compared entry with this formula, charge and spin (kcal per mole) = 7.3
- SMILES = COCc1ncc2cnnc(SC)n12

Atom charges from the Mulliken analysis, given in e for atoms 1 to 2: S 0.10; O -0.31



No. 4
Below is a structure of composition C8H10N6O2RuS in a non-equilibrium geometry, with properties calculated with ωB97M-V with the def2-TZVPD basis set.

```
28
C8H10N6O2RuS ωB97M-V with the def2-TZVPD basis set
Ru 0.14 -0.75 -0.38
S 0.30 -3.03 -0.15
O 3.87 -0.73 -1.88
O 2.13 -0.55 -0.47
N -0.59 -0.90 1.51
N 1.82 -0.30 -2.72
N -0.43 1.19 -0.05
N -0.16 -4.26 2.15
N 0.49 -0.72 -2.55
N -0.65 -2.04 2.21
C -0.59 3.52 -0.47
C -0.21 -3.08 1.55
C -1.18 0.15 1.95
C -1.40 3.67 0.64
C -1.12 1.34 1.11
C -1.66 2.57 1.45
C 2.70 -0.58 -1.66
C -0.13 2.26 -0.79
H 0.34 -1.67 -2.90
H -1.81 4.64 0.89
H -0.11 -0.10 -3.08
H -0.42 -4.34 3.12
H -2.26 2.65 2.34
H 0.50 2.09 -1.66
H -0.33 4.37 -1.09
H -1.65 0.13 2.92
H 2.23 -0.45 -3.64
H 0.18 -5.07 1.66
```

- F_max (eV Å⁻¹) = 2.186
- 2S+1 = 2
- LUMO energy (alpha / beta) (hartree) = -0.191 / -0.195
- HOMO-LUMO gap (alpha / beta) (eV) = 6.994 / 6.938
- net charge = +1

Atom charges from the Mulliken analysis, given in e for atoms 1 to 2: Ru 0.65; S -0.33



No. 5
Below is a cluster of 2 separate species, C8H10O in total in a non-equilibrium geometry, with properties calculated with ωB97M-V with the def2-TZVPD basis set.

```
19
C8H10O ωB97M-V with the def2-TZVPD basis set
O 0.30 1.31 -0.75
C 1.70 -2.23 0.61
C 1.30 2.05 -0.02
C 1.18 -2.82 1.48
C -1.48 -0.37 -0.68
C -0.56 0.37 -0.07
C -0.52 0.49 1.35
C -1.75 -0.27 -2.19
C -0.08 0.72 2.45
H -1.88 -1.28 -2.75
H 2.26 1.46 0.32
H 0.50 -3.42 2.07
H 0.91 2.67 0.86
H 1.58 2.80 -0.67
H 2.20 -1.71 -0.17
H -2.09 -0.91 -0.03
H -2.65 0.30 -2.62
H 0.01 0.58 3.54
H -0.93 0.26 -2.71
```

- F_max (eV Å⁻¹) = 3.129
- LUMO energy (hartree) = 0.037
- HOMO-LUMO gap (eV) = 9.575
- ΔE to the lowest compared entry with this formula, charge and spin (kcal per mole) = 149.3
- SMILES = C#C/C(=C/C)OC.C#C

Atom charges from the Mulliken analysis, given in e for atoms 1 to 2: O -0.39; C -0.54